(1)
Computed, not measured: 17 unconnected molecules or ions with the total composition C29H80O17, with the ωB97M-V functional and the def2-TZVPD basis.

Each line ends with the Löwdin charge.
Atoms and positions in Å:
C (18.5307, -10.4725, -29.2607)  -0.01
C (18.2805, -9.0070, -28.8645)  -0.49
O (17.8571, -8.2203, -29.6425)  0.08
C (18.5635, -8.6018, -27.4112)  0.00
H (18.1534, -11.1547, -28.4989)  0.06
H (19.6128, -10.5342, -29.3761)  0.09
H (18.0548, -10.6645, -30.2224)  0.08
H (18.2392, -7.5798, -27.2154)  0.06
H (19.6366, -8.6314, -27.2224)  0.08
H (18.0419, -9.2371, -26.6954)  0.07
C (22.4969, -8.5048, -24.4242)  -0.02
C (21.4972, -9.6470, -24.3322)  -0.42
O (21.6535, -10.6601, -24.9965)  0.05
C (20.3160, -9.4415, -23.3736)  -0.01
H (22.1352, -7.7975, -25.1704)  0.08
H (23.5136, -8.8062, -24.6763)  0.08
H (22.6761, -8.0637, -23.4437)  0.08
H (19.5449, -8.7604, -23.7338)  0.06
H (20.6371, -9.0236, -22.4195)  0.09
H (19.8008, -10.3940, -23.2488)  0.05
C (20.2726, -3.4155, -19.7373)  -0.02
C (19.2925, -4.3987, -20.2498)  -0.46
O (18.0896, -4.3158, -19.9399)  0.02
C (19.6739, -5.4917, -21.2679)  -0.01
H (20.2763, -2.6015, -20.4621)  0.09
H (21.2567, -3.8782, -19.6637)  0.08
H (19.9932, -3.0271, -18.7579)  0.09
H (18.7584, -6.0207, -21.5326)  0.06
H (20.4064, -6.1857, -20.8558)  0.08
H (20.0550, -5.0437, -22.1856)  0.07
C (16.0796, -7.7960, -21.9902)  -0.01
C (16.6094, -8.8074, -22.9233)  -0.40
O (17.5013, -9.5880, -22.5440)  0.02
C (15.7633, -9.0633, -24.2203)  0.02
H (16.1114, -8.1588, -20.9628)  0.10
H (15.0713, -7.4764, -22.2533)  0.06
H (16.8192, -6.9955, -21.9716)  0.07
H (15.9233, -8.1942, -24.8583)  0.07
H (14.6940, -9.1732, -24.0397)  0.07
H (16.0518, -10.0390, -24.6111)  0.05
C (13.5894, -10.8122, -29.4050)  -0.03
C (13.5430, -11.2103, -27.9914)  -0.51
O (12.4816, -11.4548, -27.4533)  0.06
C (14.7893, -10.9858, -27.1847)  -0.01
H (14.0978, -11.5592, -30.0147)  0.09
H (14.2373, -9.9370, -29.4552)  0.09
H (12.6136, -10.5542, -29.8165)  0.09
H (14.6847, -11.4976, -26.2281)  0.07
H (15.0374, -9.9387, -27.0114)  0.09
H (15.6387, -11.3222, -27.7793)  0.08
C (14.1639, -6.2984, -17.5003)  -0.01
C (14.4773, -5.7309, -18.8695)  -0.45
O (14.2556, -6.4207, -19.8382)  0.04
C (15.0081, -4.3209, -18.9290)  -0.01
H (14.5953, -7.2978, -17.4428)  0.09
H (13.0766, -6.3649, -17.4633)  0.09
H (14.4292, -5.6272, -16.6835)  0.08
H (15.7626, -4.1743, -18.1562)  0.08
H (14.2115, -3.6327, -18.6466)  0.10
H (15.3892, -4.0260, -19.9068)  0.07
C (18.8128, -7.2378, -18.3761)  -0.16
O (18.6822, -8.5925, -17.9684)  -0.12
H (19.8336, -6.9592, -18.6375)  0.07
H (18.1486, -6.9761, -19.1998)  0.06
H (18.4187, -6.5754, -17.6053)  0.08
H (18.8283, -9.1648, -18.7252)  0.02
C (12.8316, -9.4042, -21.0901)  -0.11
O (12.7962, -8.0606, -21.5361)  -0.16
H (12.7986, -9.9914, -22.0078)  0.06
H (13.6878, -9.5784, -20.4385)  0.09
H (11.9110, -9.6431, -20.5575)  0.08
H (13.2591, -7.4591, -20.9483)  0.02
C (18.5868, -12.1646, -25.3918)  -0.18
O (19.5993, -12.1353, -26.3461)  -0.12
H (17.9373, -11.2896, -25.4164)  0.05
H (18.1102, -13.1432, -25.4490)  0.08
H (19.0145, -12.0960, -24.3915)  0.07
H (20.2910, -11.6465, -25.8941)  0.02
C (16.7942, -3.4619, -23.1404)  -0.12
O (15.5154, -2.9025, -23.3876)  -0.12
H (17.3980, -2.8451, -22.4748)  0.08
H (16.5943, -4.4303, -22.6818)  0.08
H (17.3010, -3.6580, -24.0854)  0.07
H (15.6833, -2.2658, -24.0861)  0.09
C (19.5242, -11.7188, -19.7792)  -0.16
O (19.0625, -10.4520, -20.0985)  -0.13
H (20.1650, -11.6941, -18.8978)  0.09
H (18.6385, -12.2809, -19.4831)  0.08
H (20.0123, -12.2476, -20.5979)  0.08
H (18.6024, -10.5167, -20.9385)  0.05
C (11.9307, -8.8189, -25.0259)  -0.11
O (12.6601, -7.8034, -24.3739)  -0.16
H (12.1910, -8.9087, -26.0806)  0.08
H (12.2655, -9.7547, -24.5782)  0.08
H (10.8538, -8.7047, -24.9018)  0.09
H (12.5091, -7.7988, -23.4259)  0.05
C (13.1155, -4.8816, -22.8111)  -0.15
O (13.3942, -3.7377, -22.0115)  -0.12
H (12.1839, -5.3467, -22.4888)  0.08
H (12.9885, -4.6127, -23.8597)  0.07
H (13.8876, -5.6443, -22.7099)  0.06
H (14.3125, -3.5254, -22.1937)  0.01
C (19.5946, -5.8183, -24.7642)  -0.19
O (18.5281, -6.6231, -24.3933)  -0.14
H (20.4701, -6.1110, -24.1846)  0.07
H (19.8011, -6.0498, -25.8091)  0.07
H (19.4669, -4.7363, -24.7953)  0.07
H (17.7889, -6.4477, -24.9802)  0.01
C (13.5438, -12.9917, -22.9028)  -0.17
O (14.4003, -12.2807, -23.7543)  -0.12
H (14.0697, -13.5958, -22.1635)  0.08
H (12.9336, -12.2924, -22.3312)  0.06
H (12.8657, -13.6111, -23.4899)  0.08
H (14.8317, -12.9883, -24.2390)  0.07
C (13.3405, -5.7983, -27.1204)  -0.11
O (14.1199, -6.4658, -26.1048)  -0.16
H (12.4838, -6.4305, -27.3539)  0.08
H (13.1599, -4.7522, -26.8728)  0.08
H (13.8770, -5.7975, -28.0692)  0.07
H (13.5480, -6.8940, -25.4636)  0.01
C (16.6935, -4.6857, -26.9592)  -0.12
O (16.6981, -5.6420, -25.9226)  -0.17
H (16.6440, -5.2397, -27.8966)  0.09
H (15.8864, -3.9681, -26.8114)  0.09
H (17.6538, -4.1707, -26.9344)  0.08
H (15.7743, -5.8632, -25.7836)  0.04

The calculation puts the energy relative to the best compared isomer or geometry (same formula, charge and spin) at 1.705 eV. The value obtained for the lowest unoccupied orbital energy is 0.0139 Eh. For the calculated total energy, the calculation gives -66173.2910 eV.


(2)
Computed, not measured: 12 unconnected molecules or ions with the total composition C29H81BrNO15P, with the ωB97M-V functional and the def2-TZVPD basis.

Each line ends with the Löwdin charge.
Atoms and positions in Å:
C (-2.9198, -1.2293, 3.3906)  -0.09
O (-3.3790, -0.9476, 2.0679)  -0.22
C (-2.6542, -1.6386, 1.0624)  -0.24
C (-2.8085, -0.9593, -0.3090)  -0.19
C (-3.3289, 0.4823, -0.2541)  -0.23
C (-3.0460, 1.2639, -1.5567)  -0.17
C (-2.1802, 2.5267, -1.3947)  -0.20
N (-0.8675, 2.4537, -2.1065)  -0.23
C (-0.4775, 3.7780, -2.4970)  -0.62
O (0.1197, 4.5802, -1.8153)  0.10
O (-0.9102, 4.0586, -3.7574)  0.08
P (0.5465, 1.6909, -1.4821)  0.59
O (0.5104, 0.2994, -2.3233)  -0.34
Br (0.0253, 1.0082, 0.5928)  0.45
H (-2.1171, -1.9724, 3.3975)  0.08
H (-2.5540, -0.2981, 3.8387)  0.08
H (-3.7542, -1.5943, 3.9967)  0.08
H (-3.0065, -2.6803, 1.0071)  0.12
H (-1.5908, -1.6577, 1.3420)  0.10
H (-1.8269, -0.9614, -0.8010)  0.08
H (-3.4909, -1.5445, -0.9364)  0.11
H (-4.4047, 0.4632, -0.0567)  0.11
H (-2.8752, 1.0112, 0.5915)  0.05
H (-2.5806, 0.6138, -2.3077)  0.11
H (-3.9957, 1.5857, -2.0009)  0.11
H (-2.0204, 2.7840, -0.3422)  0.09
H (-2.7132, 3.3696, -1.8511)  0.12
H (-0.2228, 4.5649, -4.2188)  0.09
H (1.4335, -0.0177, -2.2657)  0.00
C (-1.4582, -4.7590, 6.8331)  -0.08
C (-1.7436, -3.3038, 6.5156)  -0.31
O (-3.0208, -3.1399, 5.8985)  -0.09
H (-1.5132, -5.3708, 5.9334)  0.06
H (-0.4658, -4.8724, 7.2753)  0.06
H (-2.1882, -5.1585, 7.5415)  0.08
H (-1.0244, -2.9156, 5.7991)  0.09
H (-1.6766, -2.6934, 7.4201)  0.10
H (-3.6951, -3.4878, 6.4888)  0.08
C (-3.2026, 2.4017, -6.0700)  -0.08
C (-2.5295, 3.0290, -7.2757)  -0.31
O (-2.4975, 4.4527, -7.2063)  -0.08
H (-4.2258, 2.7645, -5.9594)  0.07
H (-3.2220, 1.3145, -6.1576)  0.08
H (-2.6519, 2.6564, -5.1616)  0.05
H (-3.0685, 2.7936, -8.1929)  0.11
H (-1.5151, 2.6265, -7.3694)  0.09
H (-2.0108, 4.7011, -6.4129)  0.05
C (5.0605, -1.7966, -1.5790)  -0.08
C (4.0659, -1.7587, -2.7212)  -0.30
O (3.3817, -0.5090, -2.8005)  -0.11
H (4.5550, -1.6085, -0.6309)  0.08
H (5.5495, -2.7701, -1.5284)  0.08
H (5.8257, -1.0291, -1.7107)  0.07
H (3.2930, -2.5141, -2.5835)  0.11
H (4.5663, -1.9617, -3.6733)  0.11
H (4.0229, 0.1954, -2.9372)  0.05
C (2.5700, -3.3272, 9.0472)  -0.09
C (2.0977, -2.8320, 7.6951)  -0.31
O (0.9248, -2.0193, 7.7956)  -0.09
H (1.7782, -3.8894, 9.5432)  0.08
H (3.4427, -3.9722, 8.9402)  0.08
H (2.8463, -2.4899, 9.6927)  0.07
H (1.8118, -3.6679, 7.0577)  0.11
H (2.8984, -2.2881, 7.1870)  0.11
H (1.1300, -1.2549, 8.3447)  0.09
C (2.3327, 0.2034, 4.5264)  -0.09
C (0.8299, 0.2052, 4.3213)  -0.32
O (0.2079, -0.9842, 4.7885)  -0.09
H (2.7827, -0.6545, 4.0250)  0.08
H (2.7823, 1.1153, 4.1295)  0.07
H (2.5769, 0.1423, 5.5884)  0.06
H (0.5999, 0.2744, 3.2600)  0.04
H (0.3775, 1.0807, 4.8015)  0.12
H (0.3356, -1.0476, 5.7451)  0.05
C (-0.1195, -8.3178, 4.4729)  -0.09
C (-0.7076, -8.6726, 5.8253)  -0.33
O (-1.9605, -8.0400, 6.0571)  -0.09
H (-0.0024, -7.2375, 4.3810)  0.07
H (0.8553, -8.7881, 4.3357)  0.07
H (-0.7735, -8.6558, 3.6656)  0.07
H (-0.0574, -8.3235, 6.6274)  0.11
H (-0.8046, -9.7592, 5.9262)  0.11
H (-2.5755, -8.3292, 5.3763)  0.08
C (4.5685, 4.0790, -2.9179)  -0.08
C (4.5355, 2.8474, -2.0364)  -0.31
O (5.4065, 1.8143, -2.5069)  -0.10
H (4.2985, 3.8215, -3.9430)  0.06
H (3.8708, 4.8331, -2.5517)  0.08
H (5.5677, 4.5212, -2.9324)  0.07
H (3.5374, 2.4076, -2.0295)  0.07
H (4.7861, 3.1045, -1.0029)  0.12
H (6.3090, 2.1456, -2.5029)  0.09
C (0.9418, -4.7592, -4.6116)  -0.09
C (2.4429, -4.7247, -4.8227)  -0.33
O (3.1593, -5.3417, -3.7563)  -0.09
H (0.6804, -4.2754, -3.6700)  0.07
H (0.4214, -4.2470, -5.4217)  0.08
H (0.5800, -5.7897, -4.5741)  0.07
H (2.7977, -3.6947, -4.8487)  0.10
H (2.7079, -5.1923, -5.7770)  0.11
H (2.8842, -6.2617, -3.7034)  0.08
C (2.7699, 1.9687, -6.1673)  -0.08
C (1.2568, 1.9951, -6.2786)  -0.33
O (0.6386, 0.8452, -5.7263)  -0.07
H (3.1694, 1.0843, -6.6643)  0.08
H (3.2117, 2.8574, -6.6215)  0.08
H (3.0785, 1.9310, -5.1186)  0.06
H (0.9460, 2.0235, -7.3230)  0.11
H (0.8582, 2.8950, -5.7913)  0.10
H (0.8857, 0.8012, -4.7962)  0.05
C (-4.5224, 3.7699, 4.0579)  -0.09
C (-3.4710, 3.4219, 3.0209)  -0.33
O (-3.0626, 2.0637, 3.0905)  -0.10
H (-4.1493, 3.5577, 5.0603)  0.07
H (-4.7946, 4.8251, 4.0013)  0.07
H (-5.4277, 3.1782, 3.9025)  0.07
H (-2.5661, 4.0080, 3.1835)  0.11
H (-3.8410, 3.6572, 2.0151)  0.11
H (-3.8317, 1.5039, 2.9324)  0.07
C (-0.9128, 8.8340, -4.7932)  -0.09
C (-1.2052, 7.4919, -5.4312)  -0.31
O (-0.1786, 6.5328, -5.1566)  -0.10
H (0.0436, 9.2222, -5.1440)  0.08
H (-1.6938, 9.5543, -5.0384)  0.08
H (-0.8651, 8.7443, -3.7053)  0.08
H (-1.2412, 7.5750, -6.5162)  0.12
H (-2.1724, 7.1078, -5.0910)  0.11
H (-0.1197, 6.4735, -4.1947)  0.07

The value obtained for the lowest unoccupied orbital energy is 0.0212 Eh. As for the SMILES: COCCCCCN(C(=O)O)P(O)Br.CCO.CCO.CCO.CCO.CCO.CCO.CCO.CCO.CCO.CCO.CCO. For the calculated total energy, the calculation gives -142919.1845 eV.


(3)
Computed, not measured: 8 unconnected molecules or ions with the total composition C29H81N7O8, with the ωB97M-V functional and the def2-TZVPD basis.

Each line ends with the Löwdin charge.
Atoms and positions in Å:
C (-24.6707, -5.8437, 6.6168)  -0.12
O (-23.4850, -6.1485, 5.9413)  -0.17
C (-22.3953, -6.4833, 6.7565)  -0.22
C (-21.8637, -5.3214, 7.6082)  -0.46
C (-21.1452, -4.3616, 6.6751)  -0.07
N (-20.8973, -5.8461, 8.5798)  0.05
H (-24.6440, -4.8414, 7.0657)  0.08
H (-24.8466, -6.5233, 7.4641)  0.09
H (-25.5078, -5.9015, 5.9277)  0.09
H (-22.6751, -7.2998, 7.4546)  0.12
H (-21.6197, -6.9796, 6.1707)  0.13
H (-22.7774, -4.9182, 8.0503)  0.11
H (-20.3157, -4.8168, 6.1380)  0.09
H (-20.7556, -3.4857, 7.1998)  0.07
H (-21.8612, -3.9848, 5.9365)  0.08
H (-20.7296, -5.1017, 9.2571)  0.08
H (-21.3536, -6.5368, 9.1761)  0.07
C (-13.7026, -1.2933, 0.4452)  -0.12
O (-13.5002, -1.0414, 1.8051)  -0.18
C (-14.4143, -1.7268, 2.6152)  -0.23
C (-14.3547, -1.1733, 4.0211)  -0.43
C (-15.2490, -1.8881, 5.0245)  -0.06
N (-14.6971, 0.2768, 4.0372)  0.07
H (-13.0400, -0.7082, -0.1880)  0.09
H (-14.7275, -1.0197, 0.1413)  0.08
H (-13.5882, -2.3572, 0.2031)  0.09
H (-15.4352, -1.4958, 2.2507)  0.12
H (-14.3213, -2.8181, 2.6434)  0.13
H (-13.3156, -1.3323, 4.3491)  0.14
H (-16.3050, -1.7832, 4.7624)  0.06
H (-15.0895, -1.4424, 6.0044)  0.07
H (-15.0446, -2.9622, 5.0438)  0.08
H (-14.4695, 0.5917, 3.0958)  0.07
H (-14.0080, 0.7362, 4.6239)  0.05
C (-14.0754, 3.3073, 5.6578)  -0.10
O (-14.0020, 2.4980, 6.8204)  -0.19
C (-14.5080, 3.1448, 7.9758)  -0.20
C (-16.0158, 3.0955, 8.0171)  -0.43
C (-16.5908, 4.0088, 9.0903)  -0.06
N (-16.4662, 1.7334, 8.4248)  0.05
H (-13.6688, 4.2995, 5.8785)  0.09
H (-15.0928, 3.3203, 5.2690)  0.06
H (-13.3983, 2.8734, 4.9211)  0.08
H (-13.9484, 2.7958, 8.8436)  0.14
H (-14.2524, 4.2201, 7.9250)  0.11
H (-16.3650, 3.2783, 7.0008)  0.09
H (-16.2293, 3.6961, 10.0666)  0.08
H (-17.6704, 4.1245, 9.0146)  0.07
H (-16.2022, 5.0325, 8.9680)  0.06
H (-17.4600, 1.6286, 8.2499)  0.06
H (-15.9965, 1.0591, 7.8254)  0.06
C (-24.3030, 0.5032, 10.6502)  -0.11
O (-24.2066, -0.1318, 9.3964)  -0.20
C (-22.9863, 0.1049, 8.7118)  -0.22
C (-22.6806, -1.0718, 7.8331)  -0.41
C (-23.7660, -1.2571, 6.7632)  -0.04
N (-22.4936, -2.2602, 8.6891)  0.06
H (-23.3530, 0.4089, 11.1840)  0.09
H (-25.0983, 0.0169, 11.2144)  0.08
H (-24.5832, 1.5591, 10.5522)  0.09
H (-23.0975, 0.9993, 8.0901)  0.11
H (-22.1719, 0.3208, 9.4131)  0.12
H (-21.7174, -0.8834, 7.3498)  0.12
H (-23.7468, -2.2673, 6.3481)  0.06
H (-23.5336, -0.5705, 5.9438)  0.07
H (-24.7660, -1.0747, 7.1512)  0.08
H (-22.4176, -3.0941, 8.1195)  0.00
H (-23.3473, -2.3367, 9.2370)  0.07
C (-14.7360, 7.5943, 6.7156)  -0.10
O (-15.0527, 6.9316, 5.5024)  -0.19
C (-16.3392, 6.3588, 5.4986)  -0.23
C (-17.2419, 6.9368, 4.3980)  -0.44
C (-17.2916, 8.4545, 4.4612)  -0.06
N (-18.5363, 6.2633, 4.4909)  0.04
H (-13.7378, 8.0160, 6.5968)  0.09
H (-14.7040, 6.9079, 7.5662)  0.08
H (-15.4408, 8.4166, 6.8622)  0.08
H (-16.2181, 5.2917, 5.2898)  0.09
H (-16.8614, 6.4480, 6.4607)  0.13
H (-16.7402, 6.6014, 3.4855)  0.14
H (-16.3773, 8.9151, 4.0810)  0.08
H (-17.4993, 8.8322, 5.4637)  0.08
H (-18.0555, 8.8281, 3.7708)  0.07
H (-19.1448, 6.7140, 5.1674)  0.08
H (-19.0158, 6.3710, 3.6034)  0.08
C (-17.7876, 2.6766, 4.9183)  -0.12
O (-18.7977, 1.7732, 4.5476)  -0.22
C (-18.2794, 0.7133, 3.7703)  -0.21
C (-19.3695, -0.3089, 3.5417)  -0.43
C (-19.8983, -0.9025, 4.8404)  -0.04
N (-18.8035, -1.4056, 2.7346)  0.04
H (-16.8882, 2.1719, 5.2829)  0.07
H (-18.2145, 3.3758, 5.6374)  0.08
H (-17.4851, 3.3060, 4.0666)  0.09
H (-17.9207, 1.0791, 2.7946)  0.11
H (-17.4095, 0.2675, 4.2686)  0.10
H (-20.1527, 0.2164, 2.9744)  0.14
H (-20.4008, -1.8409, 4.6052)  0.07
H (-20.6294, -0.2408, 5.3071)  0.06
H (-19.0627, -1.0283, 5.5282)  0.09
H (-19.5450, -2.0779, 2.5784)  0.07
H (-18.4615, -1.1141, 1.8273)  0.06
C (-20.9096, 4.1290, -2.4601)  -0.12
O (-20.4842, 3.2274, -1.4768)  -0.18
C (-19.7042, 2.1857, -2.0263)  -0.23
C (-19.0758, 1.4135, -0.8919)  -0.44
C (-18.1488, 2.3562, -0.1059)  -0.06
N (-18.3328, 0.2847, -1.4071)  0.04
H (-20.0766, 4.6976, -2.9018)  0.09
H (-21.5039, 4.9068, -1.9786)  0.09
H (-21.4761, 3.6240, -3.2476)  0.09
H (-20.3434, 1.5181, -2.6201)  0.13
H (-18.9198, 2.6220, -2.6608)  0.13
H (-19.8460, 1.0411, -0.2121)  0.14
H (-17.4361, 2.7532, -0.8362)  0.08
H (-17.5830, 1.7910, 0.6408)  0.05
H (-18.5762, 3.1951, 0.4429)  0.08
H (-17.7833, 0.4882, -2.2335)  0.07
H (-17.6843, -0.1380, -0.7579)  0.06
C (-20.8805, 2.8096, 6.3422)  -0.14
O (-22.1593, 2.1808, 6.2721)  -0.13
H (-20.5893, 2.9253, 7.3840)  0.08
H (-20.1377, 2.2265, 5.7965)  0.04
H (-20.9414, 3.8076, 5.8963)  0.08
H (-22.2704, 1.6933, 5.4526)  0.07

The calculation puts the energy relative to the best compared isomer or geometry (same formula, charge and spin) at 0.942 eV. The value obtained for the lowest unoccupied orbital energy is 0.0195 Eh. As for the SMILES: COC[C@H](C)N.COC[C@H](C)N.COC[C@H](C)N.COC[C@H](C)N.COC[C@H](C)N.COC[C@H](C)N.COC[C@H](C)N.CO. For the calculated total energy, the calculation gives -58192.7112 eV.